(1)
26
Properties=species:S:1:pos:R:3:nbo_charge:R:1 method="wB97M-V/def2-TZVPD" de_lowest_kj_mol=0.0 homo_lumo_gap_ev=11.323 smiles="CCCCCCOS(N)(=O)=O" lumo_ev=0.538 e_homo_ev=-10.8 spin_multiplicity=1
C -2.22807 3.50573 0.64589 -0.602
C -1.14743 2.64860 -0.00350 -0.390
C -1.42291 1.15480 0.12475 -0.388
C -0.37409 0.28601 -0.56069 -0.399
C -0.65759 -1.20426 -0.40839 -0.431
C 0.31867 -2.08832 -1.17062 -0.071
O 1.70729 -1.81037 -0.84667 -0.705
S 2.18679 -2.22582 0.62865 2.461
N 3.81028 -2.31312 0.32925 -1.057
O 1.63556 -3.53081 0.92160 -0.935
O 1.99842 -1.12223 1.54519 -0.929
H -3.20488 3.33671 0.17713 0.200
H -2.32607 3.27886 1.71482 0.202
H -2.00208 4.57173 0.55470 0.209
H -0.16954 2.87605 0.45044 0.198
H -1.06441 2.90449 -1.06771 0.192
H -2.41288 0.92887 -0.28962 0.189
H -1.47398 0.88970 1.19250 0.198
H 0.61472 0.49577 -0.13517 0.218
H -0.31719 0.54371 -1.62874 0.191
H -0.66353 -1.48345 0.64933 0.218
H -1.66071 -1.43546 -0.79403 0.212
H 0.13568 -3.15335 -0.99310 0.207
H 0.28124 -1.89567 -2.24721 0.197
H 4.32498 -1.90136 1.09689 0.412
H 4.11175 -3.25684 0.11429 0.406

(2)
23
Properties=species:S:1:pos:R:3:nbo_charge:R:1 method="wB97M-V/def2-TZVPD" de_lowest_kj_mol=448.3 homo_lumo_gap_ev="8.415 / 7.366" lumo_ev="0.636 / -0.010" e_homo_ev="-7.8 / -7.4" spin_multiplicity=1
C 0.96304 2.24640 0.39008 -0.691
C -1.05007 1.65615 1.86460 -0.706
C -1.15227 -1.34356 -1.57156 -0.628
C 1.04819 -2.27570 -1.21547 -0.609
C -0.43161 1.68139 0.55364 0.052
C 0.19080 -1.05563 -0.99502 -0.097
N 0.31739 -0.63075 0.31543 -0.693
S 0.12038 -1.42784 1.70839 0.273
H 1.07451 3.31317 0.36043 0.224
H 1.77724 1.75239 0.93812 0.232
H 1.13365 2.17261 -0.66815 0.216
H -0.35239 1.96203 2.62134 0.215
H -1.36389 0.71974 2.14323 0.244
H -1.91641 2.30377 2.04344 0.232
H -1.77168 -2.20037 -1.22083 0.213
H -1.90951 -0.55544 -1.52449 0.209
H -0.89355 -1.55461 -2.67489 0.202
H 0.51212 -3.24293 -0.91131 0.217
H 2.06081 -1.97137 -0.68423 0.226
H 1.06118 -2.38504 -2.31618 0.208
H -0.99228 1.60877 -0.40530 0.197
H 0.66892 -0.23957 -1.56177 0.189
H 1.39403 -1.26086 2.23154 0.076

(3)
23
Properties=species:S:1:pos:R:3:nbo_charge:R:1 method="wB97M-V/def2-TZVPD" de_lowest_kj_mol=622.2 homo_lumo_gap_ev=5.085 lumo_ev=-2.974 e_homo_ev=-8.1 spin_multiplicity=1
C -0.30577 -0.59528 -1.67687 -0.288
C -1.34479 -1.18017 -0.51250 -0.587
S -2.17547 -0.13492 0.62880 -0.088
N 1.08619 -0.83271 -1.62593 -0.180
C 1.99918 0.01958 -0.93607 -0.289
C 1.79056 0.33077 0.64540 -0.173
C 0.96965 1.58330 0.87956 -0.648
C 1.49123 -1.07351 1.31947 -0.626
H -0.61129 0.45508 -1.64834 0.211
H -0.67772 -1.02780 -2.59810 0.242
H -2.18235 -1.72795 -0.95949 0.251
H -0.80170 -1.99564 -0.03470 0.218
H -6.42299 1.76112 0.69266 0.005
H -7.03577 1.62451 0.30248 -0.005
H 2.96975 -0.47249 -0.90794 0.202
H 2.03054 1.05681 -1.29633 0.228
H 2.81793 0.61290 0.86801 0.204
H 0.38479 1.84388 -0.02236 0.204
H 0.10603 1.51488 1.56264 0.246
H 1.57396 2.49401 1.02369 0.217
H 1.25244 -1.83573 0.57208 0.208
H 0.64579 -1.00340 1.99165 0.233
H 2.43980 -1.41725 1.73218 0.216

(4)
22
Properties=species:S:1:pos:R:3:nbo_charge:R:1 method="wB97M-V/def2-TZVPD" de_lowest_kj_mol=61.0 homo_lumo_gap_ev="11.712 / 8.645" lumo_ev="1.044 / -1.496" e_homo_ev="-10.7 / -10.1" spin_multiplicity=2 s_squared=0.754
C 0.75005 -0.17803 -1.54923 -0.144
O -0.60229 -0.27668 -1.41610 -0.276
C 1.24853 1.26085 -1.69589 -0.430
C 0.67338 1.95942 -2.92002 -0.610
H 1.03127 -0.75748 -2.44557 0.214
H 1.26535 -0.66635 -0.71175 0.207
H 2.33306 1.37111 -1.67509 0.206
H 0.85506 1.78287 -0.81927 0.203
H 0.93698 3.01519 -2.92366 0.211
H -0.41552 1.89738 -2.92466 0.217
H 1.02550 1.52068 -3.85537 0.198
C -1.25686 0.20130 2.30896 -0.605
C -1.06557 -1.09490 1.53285 -0.396
C -0.18603 -2.10320 2.26274 -0.605
H -1.59633 -0.01548 3.32369 0.198
H -1.98552 0.86334 1.84378 0.210
H -0.32238 0.75665 2.41437 0.195
H -0.69490 -0.89989 0.52319 0.209
H -2.05752 -1.53523 1.39268 0.194
H -0.04983 -2.99081 1.64493 0.207
H 0.79181 -1.68900 2.50665 0.197
H -0.67822 -2.42176 3.18277 0.202

(5)
23
Properties=species:S:1:pos:R:3:nbo_charge:R:1 method="wB97M-V/def2-TZVPD" de_lowest_kj_mol=91.9 homo_lumo_gap_ev=5.714 lumo_ev=3.408 e_homo_ev=-2.3 spin_multiplicity=1 total_charge=-1
C 1.62451 0.74946 -1.43632 -0.005
O 2.27851 1.44477 -0.48627 -0.966
C 0.17008 0.30135 -0.97942 -0.445
C 0.16702 -0.99046 -0.17069 -0.217
C 1.03261 -0.84267 1.09721 -0.639
C -1.25681 -1.45673 0.19295 -0.382
C -1.97034 -2.15503 -1.00132 -0.607
H 1.43493 1.29512 -2.38080 0.075
H 2.16890 -0.20251 -1.68240 0.067
H -0.14887 1.17302 -0.39325 0.198
H -0.45308 0.10495 -1.86174 0.161
H 0.60051 -1.77245 -0.80368 0.175
H 1.55893 -1.73612 1.45729 0.178
H 1.75735 -0.07464 0.93574 0.282
H 0.39200 -0.46943 1.89308 0.174
H -1.81355 -0.53958 0.43503 0.190
H -1.25434 -2.17903 1.01222 0.182
H -1.80414 -1.59267 -1.91011 0.205
H -3.02833 -2.24447 -0.77733 0.188
H -1.55388 -3.15227 -1.10518 0.188
H 0.12136 4.05555 2.32936 0.486
H 0.08274 5.29315 3.26273 0.459
O -0.10612 4.99068 2.37291 -0.946

(6)
26
Properties=species:S:1:pos:R:3:nbo_charge:R:1 method="wB97M-V/def2-TZVPD" de_lowest_kj_mol=321.1 homo_lumo_gap_ev=8.876 lumo_ev=0.646 e_homo_ev=-8.2 spin_multiplicity=1
C 2.06789 1.72249 -0.39700 -0.646
C 0.94102 -0.17453 3.34815 -0.656
C -1.99880 -1.57328 -3.07770 -0.859
C 0.62419 1.97481 -0.78735 -0.061
C -0.37930 0.25503 2.68759 -0.057
C -1.41512 -1.83553 -0.37109 -1.095
O 0.47246 -1.76861 -2.14891 -1.014
O 0.00423 0.77169 -1.20405 -0.751
O -0.87342 -0.71280 1.86234 -0.815
P -0.10176 -1.21612 0.48284 1.155
S -0.82609 -2.43749 -1.98526 1.291
H 2.77853 2.69903 -0.46586 0.215
H 2.01849 1.54416 0.66556 0.205
H 2.47602 0.83514 -0.93627 0.223
H 1.70992 -0.12394 2.56560 0.217
H 1.13290 0.53280 4.26038 0.226
H 0.65673 -1.24837 3.53071 0.226
H -2.64124 -0.76882 -2.62624 0.255
H -2.46833 -2.34220 -3.65440 0.229
H -1.34856 -1.01959 -3.98321 0.251
H 0.60349 2.70840 -1.73708 0.151
H 0.01816 2.40888 0.03522 0.180
H -0.36874 1.19093 2.10316 0.157
H -1.23431 0.39336 3.34937 0.187
H -2.44108 -2.00896 0.20561 0.279
H 0.59274 0.19352 -1.72208 0.507